{"formula": "C59H71AlN13O", "method": "the ωB97M-V functional and the def2-TZVPD basis", "elements": ["C", "C", "C", "N", "Al", "C", "C", "C", "C", "C", "N", "O", "C", "N", "H", "H", "H", "H", "H", "H", "H", "H", "H", "H", "H", "H", "H", "H", "H", "H", "H", "H", "H", "H", "H", "N", "C", "C", "C", "C", "C", "H", "H", "H", "H", "H", "N", "C", "C", "C", "C", "C", "H", "H", "H", "H", "H", "N", "C", "C", "C", "C", "C", "H", "H", "H", "H", "H", "N", "C", "C", "C", "C", "C", "H", "H", "H", "H", "H", "N", "C", "C", "C", "C", "C", "H", "H", "H", "H", "H", "N", "C", "C", "C", "C", "C", "H", "H", "H", "H", "H", "N", "C", "C", "C", "C", "C", "H", "H", "H", "H", "H", "N", "C", "C", "C", "C", "C", "H", "H", "H", "H", "H", "N", "C", "C", "C", "C", "C", "H", "H", "H", "H", "H", "N", "C", "C", "C", "C", "C", "H", "H", "H", "H", "H"], "positions_angstrom": [[-8.52590, 2.60594, 0.22511], [-7.34187, 1.83406, -0.39118], [-6.00764, 2.16456, 0.28662], [-4.93886, 1.23611, -0.08814], [-3.23279, 1.94578, 0.08976], [-1.81023, 0.55410, -0.01074], [-1.34239, 0.14845, -1.43028], [-1.82626, -1.24338, -1.82937], [-1.51652, -1.62276, -3.28653], [-2.67375, -2.33668, -3.97500], [-2.46229, -2.42198, -5.44057], [-2.94683, 3.32245, -1.13510], [-3.80156, 3.55015, -2.04261], [-4.54378, 3.77429, -2.90080], [-8.21112, 3.27319, 1.03047], [-9.07027, 3.17375, -0.53196], [-9.25242, 1.91498, 0.66310], [-7.26564, 2.06281, -1.45559], [-7.50268, 0.75834, -0.28645], [-6.18027, 2.17851, 1.37333], [-5.73663, 3.18908, -0.00099], [-4.95616, 0.49265, 0.60844], [-3.12013, 2.64056, 1.56856], [-2.20398, -0.34661, 0.48139], [-0.95336, 0.87846, 0.59071], [-1.63288, 0.87864, -2.19463], [-0.24444, 0.12484, -1.45210], [-1.31544, -1.95397, -1.16804], [-2.89938, -1.34332, -1.63004], [-1.24621, -0.73900, -3.87132], [-0.66719, -2.30812, -3.32448], [-2.74932, -3.35263, -3.56303], [-3.62377, -1.83993, -3.76590], [-2.03329, -3.32283, -5.63088], [-3.36772, -2.46425, -5.89437], [-4.37568, -0.24487, 3.80719], [-4.75590, -1.11623, 4.73821], [-3.87214, -1.87172, 5.49399], [-2.51262, -1.71321, 5.26756], [-2.10290, -0.80915, 4.30380], [-3.06767, -0.09776, 3.60023], [-5.82702, -1.21644, 4.88371], [-4.24319, -2.56668, 6.23667], [-1.78619, -2.28489, 5.83043], [-1.05393, -0.65205, 4.08899], [-2.77660, 0.61423, 2.83598], [1.67130, 2.74847, 0.78862], [2.52682, 3.04097, 1.77071], [2.33975, 4.08794, 2.66240], [1.20361, 4.87310, 2.52299], [0.30419, 4.57955, 1.51230], [0.58386, 3.50950, 0.67443], [3.39699, 2.40214, 1.84846], [3.06262, 4.27233, 3.44291], [1.01777, 5.69689, 3.20221], [-0.60191, 5.15233, 1.37171], [-0.10338, 3.24386, -0.12193], [0.83139, -4.03073, -2.32467], [0.31957, -4.85873, -1.41897], [1.09251, -5.66926, -0.59962], [2.47085, -5.61701, -0.73127], [3.01646, -4.75752, -1.67153], [2.15520, -3.98670, -2.43923], [-0.76270, -4.86920, -1.34564], [0.62101, -6.32106, 0.12343], [3.10889, -6.23292, -0.10996], [4.08674, -4.68034, -1.80828], [2.54385, -3.29727, -3.18122], [-0.53152, -5.42322, -6.56763], [0.20985, -4.41280, -7.01801], [1.32180, -4.58205, -7.83108], [1.68867, -5.86738, -8.19607], [0.92495, -6.92754, -7.73067], [-0.16988, -6.65322, -6.92476], [-0.10447, -3.42138, -6.70815], [1.88457, -3.72165, -8.16735], [2.55065, -6.03756, -8.82978], [1.17058, -7.94974, -7.98696], [-0.79008, -7.45859, -6.54532], [-0.86330, 3.26477, 6.16670], [-1.09321, 3.74526, 7.38527], [-0.08906, 4.14527, 8.25495], [1.22653, 4.03638, 7.83287], [1.48195, 3.54025, 6.56415], [0.40325, 3.17049, 5.76743], [-2.13575, 3.81166, 7.67859], [-0.33534, 4.52958, 9.23589], [2.04118, 4.33230, 8.48226], [2.49827, 3.43744, 6.20759], [0.55301, 2.77961, 4.76629], [4.72231, 2.55735, 3.97093], [4.25387, 1.67870, 4.85247], [5.05764, 0.88912, 5.65969], [6.43305, 1.00861, 5.53664], [6.94240, 1.91268, 4.61477], [6.04641, 2.66102, 3.86361], [3.17266, 1.60039, 4.92346], [4.58969, 0.20865, 6.36017], [7.09798, 0.40736, 6.14392], [8.00775, 2.03545, 4.47393], [6.40764, 3.38086, 3.13592], [9.89206, 1.51976, 3.05759], [9.52849, 1.03035, 1.87434], [10.14888, 1.37087, 0.68140], [11.20286, 2.26917, 0.71852], [11.59139, 2.78777, 1.94375], [10.90589, 2.38255, 3.07896], [8.69674, 0.33432, 1.88464], [9.80860, 0.94163, -0.25085], [11.71099, 2.56176, -0.19127], [12.40652, 3.49427, 2.02160], [11.18098, 2.76868, 4.05468], [-11.15128, 5.78054, -1.98299], [-11.52487, 6.93891, -1.44418], [-10.70973, 8.05914, -1.38784], [-9.43259, 7.97300, -1.92057], [-9.02891, 6.77548, -2.48600], [-9.92267, 5.71389, -2.49261], [-12.52883, 6.96904, -1.03349], [-11.06914, 8.97358, -0.93487], [-8.76303, 8.82320, -1.89319], [-8.04137, 6.65558, -2.91005], [-9.63587, 4.76103, -2.92269], [2.33718, -1.13884, 7.01345], [1.43333, -0.24877, 7.42200], [0.20975, -0.59592, 7.97449], [-0.09089, -1.94104, 8.11341], [0.83863, -2.87852, 7.69018], [2.03306, -2.42741, 7.14792], [1.69833, 0.79579, 7.29438], [-0.48694, 0.17282, 8.27998], [-1.03699, -2.25318, 8.53750], [0.64378, -3.93931, 7.77316], [2.78273, -3.13172, 6.80396], [4.22573, -6.11655, -10.83344], [3.86947, -5.34825, -11.86034], [4.00635, -5.72998, -13.18679], [4.54463, -6.97638, -13.46275], [4.92106, -7.78644, -12.40332], [4.74004, -7.31204, -11.11275], [3.45326, -4.37954, -11.60662], [3.69650, -5.06353, -13.98000], [4.66783, -7.31081, -14.48481], [5.34553, -8.76719, -12.56929], [5.01992, -7.91954, -10.25889]], "forces_ev_per_angstrom": [[-0.19, -0.36, -0.14], [-0.08, 0.20, 0.25], [-0.17, -0.19, -0.29], [0.20, 0.44, 0.29], [0.12, -0.21, 0.74], [-0.08, 0.07, -0.51], [0.31, -0.08, 0.29], [0.25, -0.16, -0.12], [-0.15, -0.09, -0.02], [0.19, -0.15, -0.17], [-0.16, -0.23, 0.21], [-0.52, -0.26, -0.14], [0.77, -0.13, 0.42], [-0.45, 0.23, -0.38], [0.05, 0.11, -0.13], [0.05, 0.17, 0.13], [0.02, 0.05, 0.03], [0.11, -0.16, -0.01], [0.02, 0.00, -0.11], [0.08, 0.05, 0.00], [-0.01, 0.01, 0.07], [-0.07, -0.23, -0.27], [0.08, 0.23, -0.12], [0.03, 0.04, 0.11], [-0.03, -0.01, 0.02], [-0.12, -0.05, 0.02], [-0.03, 0.05, -0.14], [-0.19, -0.04, 0.07], [0.00, 0.13, -0.02], [-0.15, 0.03, 0.02], [0.14, 0.19, 0.00], [-0.15, 0.10, 0.17], [0.08, 0.15, -0.08], [0.03, 0.05, -0.11], [0.04, 0.04, -0.07], [0.01, -0.03, 0.01], [0.00, 0.02, -0.02], [0.02, 0.00, 0.01], [-0.03, 0.01, -0.01], [0.03, 0.00, 0.00], [-0.01, 0.00, -0.05], [0.00, -0.01, 0.01], [-0.01, 0.00, -0.01], [0.02, -0.02, 0.01], [-0.01, 0.01, -0.01], [-0.04, 0.07, 0.00], [0.04, 0.06, 0.06], [-0.17, 0.00, -0.11], [-0.14, 0.08, -0.05], [-0.03, 0.00, 0.00], [0.02, 0.03, 0.03], [-0.03, -0.13, -0.11], [0.03, 0.04, 0.05], [0.04, -0.04, -0.03], [0.00, 0.00, 0.00], [-0.03, -0.03, 0.01], [-0.02, 0.02, 0.02], [0.06, -0.07, -0.01], [-0.03, 0.02, -0.01], [0.02, 0.00, 0.00], [-0.01, 0.01, -0.01], [-0.01, -0.01, 0.02], [-0.01, 0.00, 0.00], [0.00, 0.00, 0.02], [-0.01, 0.00, 0.00], [0.00, 0.00, 0.00], [0.00, 0.01, 0.00], [0.01, 0.00, 0.00], [-0.02, 0.02, -0.01], [-0.03, 0.08, 0.05], [0.00, -0.05, 0.00], [0.02, -0.02, -0.01], [0.00, 0.02, 0.00], [-0.01, 0.01, 0.01], [0.04, 0.02, -0.03], [0.00, 0.01, 0.01], [0.01, 0.02, -0.01], [-0.01, 0.00, 0.01], [0.01, -0.01, 0.00], [0.00, -0.02, 0.01], [-0.01, -0.01, -0.02], [0.01, -0.01, 0.01], [0.01, -0.01, 0.00], [-0.03, 0.01, 0.03], [-0.01, -0.03, 0.03], [0.00, 0.01, 0.01], [-0.01, 0.00, 0.00], [0.00, 0.00, -0.01], [-0.03, 0.03, -0.08], [0.06, 0.03, 0.00], [0.28, -0.06, 0.12], [-0.10, 0.02, 0.01], [-0.02, -0.05, 0.11], [-0.05, 0.06, -0.06], [-0.04, 0.04, 0.07], [0.00, -0.03, 0.03], [0.01, -0.03, -0.06], [0.04, -0.07, -0.04], [0.01, 0.00, 0.00], [-0.04, -0.06, -0.02], [0.02, 0.00, 0.00], [0.11, 0.04, -0.01], [-0.04, -0.02, 0.03], [0.02, 0.01, 0.00], [0.00, 0.00, 0.01], [-0.01, 0.00, -0.02], [-0.01, -0.02, -0.02], [-0.01, 0.01, -0.02], [-0.01, 0.00, 0.00], [0.00, 0.00, 0.00], [0.00, 0.00, 0.01], [0.01, 0.01, -0.01], [-0.01, 0.04, -0.03], [0.01, -0.02, 0.01], [0.01, 0.00, -0.01], [-0.01, 0.00, -0.01], [0.03, 0.01, -0.02], [-0.03, -0.05, 0.02], [0.00, 0.02, 0.00], [-0.01, -0.01, 0.01], [0.00, 0.00, 0.00], [0.01, -0.03, 0.02], [0.02, 0.00, 0.01], [0.04, 0.05, 0.02], [0.05, 0.01, -0.05], [-0.02, -0.01, 0.02], [0.01, 0.00, 0.00], [-0.01, 0.01, 0.00], [-0.02, 0.02, 0.01], [-0.02, -0.01, 0.02], [0.00, 0.01, -0.03], [0.00, 0.00, 0.00], [0.01, 0.00, 0.00], [-0.01, -0.01, 0.00], [-0.01, -0.02, 0.00], [0.00, 0.01, 0.03], [0.01, -0.01, -0.01], [0.00, 0.00, 0.01], [0.00, 0.01, -0.02], [0.00, 0.01, 0.01], [-0.01, 0.00, -0.01], [0.00, 0.01, 0.01], [0.00, 0.00, 0.00], [0.00, 0.00, 0.01], [0.01, -0.01, -0.01]], "total_energy_ev": -90351.8202, "charge": -1, "spin_multiplicity": 1, "homo_lumo_gap_ev": 6.3, "largest_force_ha_per_bohr": 0.01719}